# C41H52BrN8O2PSTc

C41H52BrN8O2PSTc as an isolated structure (ωB97M-V/def2-TZVPD, the OMol25 dataset).

ORCA input file:
```
! wB97M-V def2-TZVPD RIJCOSX def2/J DEFGRID3
* xyz 0 2
Tc 1.59 0.10 -0.16
C 4.28 -2.97 -1.62
C 3.80 -1.62 -1.12
O 2.54 -1.52 -0.98
C 4.76 -0.63 -0.89
C 4.60 0.68 -0.40
C 5.81 1.55 -0.24
N 3.40 1.13 -0.07
N 3.38 2.41 0.45
C 2.26 2.85 0.84
O 1.09 2.05 0.77
C 2.12 4.17 1.48
C 2.68 5.30 0.88
C 2.59 6.53 1.51
C 1.95 6.64 2.74
C 1.40 5.52 3.34
C 1.49 4.29 2.71
H 3.43 -3.61 -1.81
H 4.93 -3.44 -0.88
H 4.86 -2.86 -2.54
H 5.78 -0.92 -1.10
H 6.70 1.03 -0.60
H 5.95 1.82 0.81
H 5.70 2.48 -0.79
H 3.18 5.19 -0.07
H 3.01 7.41 1.04
H 1.88 7.61 3.22
H 0.92 5.60 4.31
H 1.08 3.40 3.19
S -1.65 3.60 -1.51
C -1.97 3.86 0.14
C -1.02 3.32 0.94
C -0.01 2.68 0.18
C -0.19 2.75 -1.17
C 0.59 2.17 -2.27
C 0.57 2.80 -3.52
C 1.19 2.22 -4.60
C 1.85 1.01 -4.40
C 1.86 0.46 -3.14
N 1.27 1.02 -2.07
H -2.86 4.40 0.44
H -1.03 3.35 2.02
H 0.05 3.74 -3.62
H 1.18 2.69 -5.57
H 2.35 0.49 -5.21
H 2.36 -0.48 -2.95
N -0.27 -0.70 0.00
P -1.72 -1.12 -0.10
N -2.72 -0.92 1.27
C -2.76 -1.95 2.29
C -1.64 -1.82 3.32
C -1.67 -0.44 3.96
C -1.63 0.64 2.88
C -2.74 0.42 1.85
N -1.88 -2.76 -0.45
C -0.76 -3.65 -0.17
C -1.09 -5.08 -0.61
C -1.75 -5.07 -1.99
C -3.07 -4.27 -1.96
C -3.16 -3.39 -0.71
N -2.68 -0.34 -1.24
C -4.05 0.13 -1.08
C -4.75 0.23 -2.45
C -4.32 -0.92 -3.35
C -2.81 -0.83 -3.65
C -2.09 -0.07 -2.53
H -2.73 -2.93 1.81
H -3.73 -1.88 2.81
H -0.68 -1.95 2.80
H -1.72 -2.61 4.07
H -0.84 -0.31 4.66
H -2.59 -0.34 4.54
H -0.67 0.60 2.36
H -1.74 1.63 3.33
H -2.64 1.15 1.04
H -3.72 0.58 2.32
H -0.50 -3.65 0.90
H 0.11 -3.29 -0.71
H -1.76 -5.56 0.11
H -0.17 -5.66 -0.62
H -1.93 -6.10 -2.32
H -1.06 -4.63 -2.70
H -3.94 -4.94 -2.00
H -3.13 -3.63 -2.84
H -3.49 -4.00 0.15
H -3.91 -2.62 -0.85
H -4.09 1.12 -0.59
H -4.60 -0.56 -0.44
H -4.50 1.18 -2.93
H -5.83 0.23 -2.29
H -4.90 -0.91 -4.28
H -4.55 -1.87 -2.86
H -2.64 -0.31 -4.60
H -2.39 -1.83 -3.75
H -2.13 1.01 -2.74
H -1.04 -0.34 -2.49
Br 2.67 0.44 5.57
C 2.35 -0.66 4.06
C 2.21 -2.03 4.20
C 1.96 -2.76 3.05
C 1.83 -2.11 1.84
N 1.97 -0.78 1.72
C 2.25 -0.07 2.82
H 2.30 -2.50 5.17
H 1.84 -3.83 3.09
H 1.60 -2.63 0.92
H 2.37 1.00 2.70
*
```

Max |F|, eV Å⁻¹: 0.17
Energy above the lowest of the compared OMol25 structures with the same formula, charge and spin, kJ/mol: 129.3
M, Da: 929.87
E, hartree: -5576.46167
HOMO energy (alpha / beta), Ha: -0.2018 / -0.1838
Gap between HOMO and LUMO (alpha / beta), eV: 5.7 / 5.1

Results of the Löwdin charge analysis, in e, for atoms 1 through 99: 1.27, -0.02, -0.46, -0.22, -0.03, -0.32, -0.04, -0.12, 0.14, -0.28, -0.12, -0.16, -0.02, -0.07, -0.08, -0.07, -0.03, 0.08, 0.08, 0.08, 0.10, 0.07, 0.08, 0.08, 0.12, 0.10, 0.10, 0.11, 0.12, 1.08, -0.37, -0.12, -0.30, -0.38, -0.27, -0.04, -0.06, -0.05, -0.10, -0.01, 0.07, 0.10, 0.09, 0.11, 0.11, 0.10, -0.29, 0.54, -0.20, -0.20, -0.18, -0.19, -0.19, -0.22, -0.21, -0.23, -0.19, -0.19, -0.17, -0.22, -0.20, -0.22, -0.18, -0.19, -0.16, -0.22, 0.09, 0.12, 0.08, 0.11, 0.10, 0.11, 0.08, 0.10, 0.08, 0.12, 0.10, 0.10, 0.11, 0.11, 0.10, 0.11, 0.11, 0.08, 0.11, 0.09, 0.10, 0.10, 0.11, 0.11, 0.11, 0.09, 0.11, 0.09, 0.08, 0.09, 0.74, -0.68, -0.11

# C4H12N2S

C4H12N2S as an isolated structure in a non-equilibrium geometry (ωB97M-V/def2-TZVPD, the OMol25 dataset).

ORCA input file:
```
! wB97M-V def2-TZVPD RIJCOSX def2/J DEFGRID3
* xyz 0 1
C -1.47 0.56 -1.51
N -0.70 1.59 -0.68
C 0.19 0.96 0.31
C 1.50 0.45 -0.35
S 2.75 0.16 0.91
C -0.38 -0.19 1.16
N -0.65 -1.32 0.25
H -1.03 0.49 -2.54
H -2.57 0.87 -1.58
H -1.08 -0.64 -0.66
H -1.28 2.33 -0.24
H 0.57 1.75 1.06
H 1.91 1.21 -1.06
H 1.21 -0.48 -0.87
H 1.54 -3.06 0.56
H 1.81 -2.45 0.97
H -1.33 0.13 1.69
H 0.38 -0.45 1.86
H -1.37 -1.92 0.69
*
```

Max |F|, eV Å⁻¹: 3.98
Energy above the lowest of the compared OMol25 structures with the same formula, charge and spin, kJ/mol: 669.2
M, Da: 120.22
E, hartree: -667.04000
HOMO energy, Ha: -0.2590
Gap between HOMO and LUMO, eV: 4.0

Want to see where the charge sits? The Löwdin charges in e are: 0.01, -0.02, -0.47, -0.67, 0.46, -0.26, 0.02, 0.09, 0.08, 0.06, 0.12, 0.14, 0.08, 0.05, 0.04, -0.02, 0.13, 0.06, 0.09

- What is the M in the first record?
  929.87 Da